Record 1
Molecular formula: C17H34F3N4O9SV
Method: DFT, ωB97M-V/def2-TZVPD

The geometry in ORCA input format:
```
! RIJCOSX wB97M-V def2-TZVPD def2/J DEFGRID3
* xyz 2 5
V -18.7875 -24.9407 9.8688
C -21.3692 -21.1722 11.2121
F -20.6742 -20.6038 10.2228
F -20.7106 -21.1558 12.3956
F -22.5260 -20.5466 11.5038
S -21.7452 -23.0741 10.6513
O -20.5052 -23.7659 10.3340
O -22.5262 -23.6823 11.7579
O -22.5912 -22.8964 9.4228
C -22.4882 -27.0107 10.4722
C -21.0119 -27.3238 10.8241
O -20.1928 -26.6343 10.3217
N -20.7086 -28.4203 11.5184
C -19.4345 -28.4720 12.2120
H -23.0527 -27.3104 11.3551
H -22.8260 -27.6622 9.6662
H -22.4688 -25.9821 10.1121
H -21.4152 -28.9211 12.0379
H -18.9168 -29.4312 12.2118
H -19.5227 -28.1832 13.2593
H -18.7385 -27.7275 11.8255
C -16.9079 -21.5075 11.6212
C -16.7203 -22.3533 10.3000
O -17.7230 -22.8670 9.7883
N -15.5225 -22.3226 9.7782
C -15.2089 -22.6611 8.4132
H -17.4288 -21.9657 12.4619
H -17.2945 -20.5468 11.2808
H -15.9184 -21.1953 11.9550
H -14.7516 -22.0186 10.3556
H -14.5870 -21.8809 7.9743
H -16.1155 -22.8025 7.8248
H -14.7082 -23.6291 8.4317
C -16.5664 -25.6101 13.4586
C -18.0501 -25.4014 13.1892
O -18.4209 -25.0996 12.0789
N -18.8551 -25.3991 14.2732
C -20.2455 -24.9078 14.1723
H -16.4053 -24.6701 13.9863
H -15.9016 -25.6161 12.5948
H -16.2901 -26.2778 14.2746
H -18.4917 -25.6880 15.1702
H -20.4575 -24.0541 14.8161
H -20.8287 -25.6390 14.7322
H -20.6181 -24.6790 13.1739
C -18.4954 -26.0051 5.7248
C -19.3346 -25.0774 6.5691
O -19.3612 -25.1779 7.7336
N -20.1141 -24.2073 5.9495
C -20.7949 -23.0814 6.5274
H -17.6432 -26.4173 6.2652
H -18.1636 -25.4864 4.8254
H -19.1090 -26.8177 5.3359
H -20.1492 -24.2096 4.9401
H -21.8068 -22.8708 6.1812
H -20.2197 -22.1827 6.3048
H -20.9315 -23.1649 7.6056
O -27.9838 -21.5527 8.1793
C -27.0295 -21.2379 8.9439
O -25.7892 -21.4333 8.5306
C -24.9265 -21.2517 9.6523
C -25.7247 -20.5835 10.8005
C -27.1755 -20.5335 10.2571
H -24.0522 -20.7038 9.3008
H -24.7787 -22.2714 10.0078
H -25.4763 -19.5875 11.1672
H -25.8257 -21.2604 11.6489
H -27.4732 -19.5267 9.9639
H -27.9567 -21.0081 10.8508
*
```

The lowest unoccupied orbital energy (spin up / spin down) is -5.6 / -10.2 eV. The calculation puts the HOMO energy (spin up / spin down) at -13.63 / -14.36 eV. The value obtained for the HOMO-LUMO gap (spin up / spin down) is 8.07 / 4.18 eV.

Löwdin population analysis, charges in e, atoms 1 to 8: 1.097 -0.561 0.141 0.113 0.120 0.583 -0.395 -0.328

=====

Record 2
Molecular formula: C40H48N2O2PRuSi
Method: DFT, ωB97M-V/def2-TZVPD

The geometry in ORCA input format:
```
! RIJCOSX wB97M-V def2-TZVPD def2/J DEFGRID3
* xyz 0 6
Ru 1.0690 -0.1631 0.0177
C -2.0834 -2.1018 0.7134
C -1.8696 -2.0791 -0.7947
C -3.1957 -2.2990 -1.5177
P -0.9163 -0.5636 -1.2852
C -1.0885 -0.6214 -3.1201
C -0.7646 0.6627 -3.8577
C -0.2360 -1.7840 -3.6314
C -1.9791 0.8158 -0.7157
C -3.0974 1.2244 -1.4179
C -3.9340 2.2414 -0.9621
C -5.1327 2.6644 -1.7506
C -3.6301 2.8625 0.2576
C -2.5345 2.4907 0.9891
C -1.6638 1.4650 0.5234
N -0.5399 1.1358 1.1760
C -0.2701 1.6580 2.4744
C -0.8620 1.1013 3.6074
C -1.9089 0.0301 3.5515
C -0.4193 1.5278 4.8571
C 0.5569 2.4964 5.0072
C 1.0632 2.8954 6.3612
C 1.0729 3.0848 3.8580
C 0.6833 2.6815 2.5941
C 1.2265 3.3634 1.3798
H -2.1984 -3.1281 1.0576
H -2.9889 -1.5508 0.9670
H -1.2494 -1.6671 1.2606
H -1.1941 -2.9062 -1.0486
H -3.8756 -1.4601 -1.3771
H -3.6767 -3.1763 -1.0870
H -3.0816 -2.4882 -2.5832
H -2.1427 -0.8633 -3.3026
H 0.3039 0.8484 -3.8555
H -1.2723 1.5277 -3.4366
H -1.0744 0.5596 -4.8979
H 0.8028 -1.6736 -3.3137
H -0.2421 -1.7948 -4.7213
H -0.6057 -2.7470 -3.2828
H -3.3381 0.7501 -2.3597
H -5.1729 2.1614 -2.7142
H -5.1213 3.7402 -1.9244
H -6.0505 2.4342 -1.2075
H -4.2655 3.6614 0.6162
H -2.2911 2.9872 1.9170
H -1.4560 -0.9556 3.6782
H -2.4570 0.0296 2.6146
H -2.6261 0.1768 4.3584
H -0.8571 1.0720 5.7372
H 0.4856 2.4251 7.1536
H 1.0159 3.9752 6.4973
H 2.1048 2.5952 6.4765
H 1.8193 3.8632 3.9450
H 1.9309 4.1409 1.6648
H 0.4269 3.8249 0.7986
H 1.7481 2.6538 0.7402
O 2.8368 0.3293 3.5238
C 2.3315 -0.1434 2.5257
O 2.4551 0.4312 1.3256
C 1.5524 -1.3940 2.5094
C 1.1502 -2.0498 3.6618
C 0.4360 -3.2236 3.5732
C 0.2492 -3.8268 2.2862
C -0.3374 -5.0822 2.1051
C -0.4479 -5.6557 0.8484
C 0.0581 -4.9876 -0.2613
C 0.6424 -3.7395 -0.1104
C 0.7091 -3.1273 1.1413
N 1.2131 -1.8592 1.2568
H 1.4160 -1.6071 4.6120
H 0.0928 -3.7403 4.4549
H -0.7019 -5.6112 2.9754
H -0.9029 -6.6287 0.7362
H 0.0118 -5.4447 -1.2392
H 1.0595 -3.2127 -0.9644
C 1.3387 2.7797 -1.9738
Si 2.3469 1.2116 -1.5434
C 3.9836 1.7839 -0.7970
C 2.9283 0.3663 -3.1413
C 3.0605 1.0494 -4.3505
C 3.5840 0.4315 -5.4761
C 3.9934 -0.8909 -5.4144
C 3.8875 -1.5862 -4.2200
C 3.3642 -0.9595 -3.1009
H 1.9779 3.6541 -1.8616
H 0.4795 2.9189 -1.3198
H 0.9714 2.7633 -2.9914
H 4.3868 2.5734 -1.4370
H 4.6974 0.9637 -0.7900
H 3.8993 2.1484 0.2192
H 2.7481 2.0831 -4.4218
H 3.6749 0.9827 -6.4021
H 4.4003 -1.3746 -6.2901
H 4.2145 -2.6147 -4.1609
H 3.2927 -1.5160 -2.1730
*
```

The lowest unoccupied orbital energy (spin up / spin down) is 0.2 / -2.4 eV. The calculation puts the HOMO energy (spin up / spin down) at -5.09 / -7.79 eV. The value obtained for the HOMO-LUMO gap (spin up / spin down) is 5.28 / 5.36 eV.

Löwdin population analysis, charges in e, atoms 1 to 8: 1.054 -0.107 -0.512 -0.094 1.006 -0.539 -0.098 -0.095

=====

Record 3
Molecular formula: C2H5BO4
Method: DFT, ωB97M-V/def2-TZVPD

The geometry in ORCA input format:
```
! RIJCOSX wB97M-V def2-TZVPD def2/J DEFGRID3
* xyz 0 1
B -0.9306 0.7369 0.2153
C 2.0511 -2.3484 -0.4836
C 0.3792 -0.1175 0.1271
O 1.2820 -3.1074 -0.0958
O -1.2293 1.6446 1.2402
O -1.6676 0.8157 -0.8982
O 0.7615 -0.7293 -1.1037
H 1.1541 0.6381 0.4467
H 0.4060 -0.8807 0.9236
H -0.7133 2.0231 2.0153
H -2.3789 1.3995 -0.6060
H 0.8859 -0.0746 -1.7809
*
```

The lowest unoccupied orbital energy is 0.2 eV. The calculation puts the HOMO energy at -10.10 eV. The value obtained for the HOMO-LUMO gap is 10.34 eV.

Löwdin population analysis, charges in e, atoms 1 to 8: -0.659 0.007 -0.153 0.029 0.122 0.201 -0.146 0.133

=====

Record 4
Molecular formula: C4H6O2
Method: DFT, ωB97M-V/def2-TZVPD

The geometry in ORCA input format:
```
! RIJCOSX wB97M-V def2-TZVPD def2/J DEFGRID3
* xyz 0 1
O -0.3642 2.0608 0.3116
C -0.7015 0.9888 0.0296
C -1.1377 -0.2278 -0.2696
C -2.5123 -0.5856 0.0814
O -3.0006 -1.6679 -0.1505
H -0.4795 -0.9370 -0.7588
H -3.0897 0.2137 0.5894
C 2.2531 0.0319 0.0333
H 2.5948 -0.8249 -0.5471
H 3.0660 0.3939 0.6620
H 1.9512 0.8286 -0.6504
H 1.4203 -0.2745 0.6692
*
```

The SMILES is O=C=CC=O.C. The lowest unoccupied orbital energy is 0.4 eV. The calculation puts the HOMO energy at -10.03 eV. The value obtained for the HOMO-LUMO gap is 10.39 eV.

Löwdin population analysis, charges in e, atoms 1 to 8: 0.216 -0.193 -0.047 -0.303 0.035 0.125 0.127 -0.045

=====

Record 5
Molecular formula: C3H10NO2S2
Method: DFT, ωB97M-V/def2-TZVPD

The geometry in ORCA input format:
```
! RIJCOSX wB97M-V def2-TZVPD def2/J DEFGRID3
* xyz 1 1
N 1.8644 -0.9489 -0.6851
C 0.4534 -0.4109 -0.4801
C 0.0282 0.6725 -1.3963
O 0.7331 0.8977 -2.3609
C 0.3780 -0.0885 0.9897
S -1.3648 -0.0631 1.6102
S -1.8808 1.8041 1.9822
H 1.9455 -1.5367 -1.5879
H 2.6034 -0.1937 -0.6219
H 2.1358 -1.4894 0.1577
H -0.2146 -1.3767 -0.8114
H -0.9464 1.1513 -1.2491
H 0.7398 -0.8386 1.6120
H 0.9804 0.8257 1.2068
H -1.1406 2.3137 2.9107
H 1.7242 -3.5692 -3.1235
H 2.9383 -2.5278 -3.3406
O 2.1364 -2.7741 -2.9535
*
```

The lowest unoccupied orbital energy is -3.6 eV. The calculation puts the HOMO energy at -12.35 eV. The value obtained for the HOMO-LUMO gap is 8.71 eV.

Löwdin population analysis, charges in e, atoms 1 to 8: 0.189 -0.347 -0.193 0.091 -0.492 0.455 0.360 0.136

=====

Record 6
Molecular formula: C2H9N6OS
Method: DFT, ωB97M-V/def2-TZVPD

The geometry in ORCA input format:
```
! RIJCOSX wB97M-V def2-TZVPD def2/J DEFGRID3
* xyz 1 1
N -3.5470 -0.6824 0.6361
C -2.3135 -0.1442 0.2575
O -1.3642 -0.8024 -0.2194
N -2.3027 1.1864 -0.0330
N -1.1622 1.7384 -0.6642
S 0.1725 1.7303 0.2224
N 0.9853 0.3788 -0.2476
C 2.1861 -0.1019 0.0571
N 2.5208 -1.3888 -0.2200
N 3.0819 0.7654 0.5709
H -4.3206 -0.0836 0.7362
H -3.4483 -1.5555 1.1523
H -3.0460 1.8544 0.1020
H -1.0756 1.6482 -1.6567
H 0.2461 -0.3042 -0.4657
H 3.5807 -1.4570 -0.2358
H 2.1943 -1.6377 -1.1110
H 3.9677 0.4901 1.0265
H 2.9194 1.6968 0.9128
*
```

The SMILES is NC(=O)NNS[NH+]=C(N)N. The lowest unoccupied orbital energy is -2.7 eV. The calculation puts the HOMO energy at -12.37 eV. The value obtained for the HOMO-LUMO gap is 9.63 eV.

Löwdin population analysis, charges in e, atoms 1 to 8: 0.187 -0.526 -0.014 -0.001 -0.362 1.003 -0.246 -0.469

=====

no.,E (Eh)
1,-3205.62966
2,-2538.75368
3,-405.07604
4,-306.44986
5,-1121.62045
6,-883.32720